Molecular formula: C32H34BrN8O3STl
Method: DFT, ωB97M-V/def2-TZVPD

- energy (hartree) = -5048.307293
- maximum force (eV Å⁻¹) = 1.05
- Kohn-Sham gap (eV) = 7.03
- relative energy (zero: lowest compared OMol25 entry of this formula, charge and spin) (kJ/mol) = 182.8
- LUMO (eV) = 0.274

Each line ends with the Mulliken charge.
Atoms and positions in Å:
Tl1 0.563 -0.397 1.296  0.731
C1 3.749 -5.203 -1.800  -0.954
C2 3.646 -3.744 -2.240  -0.663
N1 2.282 -3.295 -2.413  -0.147
C3 1.471 -2.799 -1.445  0.078
S1 2.099 -2.708 0.149  -0.394
N2 0.251 -2.569 -1.937  -1.019
N3 -0.678 -1.882 -1.285  0.884
C4 -1.864 -1.929 -1.825  0.510
C5 -2.159 -2.772 -3.038  -1.543
C6 -2.947 -1.113 -1.278  0.337
C7 -4.240 -1.157 -1.826  -0.728
C8 -5.231 -0.345 -1.310  -0.512
C9 -4.939 0.506 -0.253  -0.656
C10 -3.649 0.472 0.250  -0.447
N4 -2.691 -0.299 -0.242  -0.068
H1 4.796 -5.493 -1.694  0.365
H2 3.255 -5.325 -0.836  0.226
H3 3.275 -5.863 -2.528  0.296
H4 4.111 -3.110 -1.486  0.269
H5 4.166 -3.601 -3.189  0.392
H6 1.831 -3.473 -3.295  0.284
H7 -1.262 -3.319 -3.304  0.386
H8 -2.963 -3.485 -2.839  0.319
H9 -2.454 -2.144 -3.882  0.324
H10 -4.465 -1.822 -2.646  0.383
H11 -6.230 -0.373 -1.728  0.414
H12 -5.684 1.168 0.166  0.448
H13 -3.361 1.091 1.097  0.490
C11 0.404 0.842 6.064  -1.242
C12 1.149 -0.075 5.116  0.759
O1 1.982 0.328 4.325  -0.610
N5 0.851 -1.392 5.274  -0.105
C13 1.389 -2.453 4.443  -0.691
C14 0.319 -3.183 3.653  0.616
C15 0.241 -4.568 3.719  -0.640
C16 -0.767 -5.223 3.031  -0.426
C17 -1.672 -4.477 2.300  -0.582
C18 -1.506 -3.102 2.266  -0.197
N6 -0.544 -2.465 2.927  -0.079
H14 0.354 1.839 5.633  0.307
H15 0.951 0.902 7.005  0.306
H16 -0.603 0.478 6.262  0.379
H17 0.100 -1.640 5.894  0.219
H18 1.908 -3.171 5.080  0.326
H19 2.111 -1.993 3.766  0.172
H20 0.972 -5.123 4.292  0.358
H21 -0.840 -6.302 3.066  0.412
H22 -2.482 -4.946 1.758  0.431
H23 -2.162 -2.473 1.674  0.330
C19 4.122 0.699 1.083  -0.850
O2 2.899 1.127 0.512  0.194
C20 2.885 2.245 -0.241  0.063
C21 4.009 2.981 -0.583  -0.581
C22 3.872 4.096 -1.399  -0.362
Br1 5.438 5.046 -1.898  -0.219
C23 2.648 4.519 -1.859  -0.942
C24 1.505 3.806 -1.484  0.756
C25 1.626 2.662 -0.703  0.484
O3 0.544 1.901 -0.342  -0.583
C26 0.193 4.296 -1.917  0.087
N7 -0.037 4.942 -3.025  -0.755
C27 -1.387 5.230 -3.020  0.622
C28 -2.171 5.884 -3.968  -0.772
C29 -3.517 6.031 -3.696  -0.467
C30 -4.088 5.547 -2.511  -0.535
C31 -3.330 4.888 -1.562  -0.876
C32 -1.978 4.736 -1.841  0.623
N8 -0.948 4.129 -1.159  0.020
H24 4.547 1.471 1.728  0.424
H25 4.839 0.412 0.310  0.379
H26 3.874 -0.174 1.681  0.050
H27 4.987 2.684 -0.236  0.548
H28 2.543 5.381 -2.500  0.568
H29 -0.121 1.898 -1.043  0.305
H30 -1.730 6.254 -4.883  0.439
H31 -4.153 6.535 -4.413  0.381
H32 -5.146 5.690 -2.339  0.380
H33 -3.766 4.508 -0.647  0.385
H34 -0.987 3.752 -0.227  0.183